No. 1
{"formula": "C5H11NO", "method": "ωB97M-V/def2-TZVPD", "gap_ev": 9.8, "e_above_lowest_kcal_mol": 59.9, "e_tot_ha": -327.035969, "elements": ["C", "O", "C", "C", "N", "C", "C", "H", "H", "H", "H", "H", "H", "H", "H", "H", "H", "H"], "positions_angstrom": [[-1.282, -2.562, -0.343], [-0.001, -1.979, -0.270], [-0.070, -0.619, -0.545], [-0.543, 0.374, 0.544], [0.374, 1.312, -0.097], [0.857, 2.525, 0.504], [1.230, 0.179, -0.436], [-1.164, -3.633, -0.161], [-1.732, -2.408, -1.339], [-1.964, -2.135, 0.412], [-0.581, -0.417, -1.500], [-1.583, 0.695, 0.651], [-0.133, -0.028, 1.500], [1.392, 2.410, 1.463], [0.005, 3.198, 0.657], [1.529, 3.009, -0.213], [1.756, -0.226, 0.459], [1.910, 0.305, -1.284]], "nbo_charge": [-0.251, -0.522, 0.103, -0.251, -0.425, -0.405, -0.226, 0.195, 0.166, 0.166, 0.173, 0.193, 0.159, 0.164, 0.201, 0.202, 0.161, 0.195]}

=====

No. 2
{"formula": "C5H27NO8", "method": "ωB97M-V/def2-TZVPD", "gap_ev": 8.3, "smiles": "CC/C=C(/C)N.O.O.O.O.O.O.O.O", "e_above_lowest_kcal_mol": 83.3, "e_tot_ha": -863.260053, "elements": ["C", "C", "C", "C", "C", "N", "H", "H", "H", "H", "H", "H", "H", "H", "H", "H", "H", "O", "H", "H", "O", "H", "H", "O", "H", "H", "O", "H", "H", "O", "H", "H", "O", "H", "H", "O", "H", "H", "O", "H", "H"], "positions_angstrom": [[-0.459, -1.688, 0.835], [0.413, -0.744, 1.796], [0.754, 0.363, 0.974], [1.887, 0.781, 0.429], [1.930, 1.664, -0.798], [3.077, 0.689, 1.156], [-1.128, -1.106, 0.038], [-1.162, -2.379, 1.271], [0.243, -2.081, 0.083], [-0.194, -0.551, 2.689], [1.381, -1.192, 2.245], [-0.207, 0.779, 0.562], [1.534, 1.109, -1.626], [2.985, 1.932, -1.211], [1.342, 2.640, -0.644], [3.953, 0.554, 0.540], [3.071, -0.075, 1.933], [-0.667, -0.102, -2.906], [-0.745, 0.015, -3.825], [-0.077, -0.947, -2.797], [1.887, -4.010, -0.824], [1.355, -3.218, -0.480], [2.697, -3.617, -0.490], [-3.840, -2.268, 0.184], [-3.260, -1.567, -0.169], [-3.895, -2.420, 1.057], [1.949, 3.422, 1.513], [2.682, 3.960, 1.175], [2.255, 2.627, 1.834], [-2.427, -0.305, -0.968], [-1.866, -0.073, -1.704], [-3.101, 0.314, -0.868], [-0.969, 2.563, 2.446], [-0.144, 3.164, 2.294], [-0.681, 1.590, 2.488], [0.515, -2.433, -2.682], [0.124, -2.973, -2.012], [1.151, -2.748, -3.314], [-2.849, 2.397, -0.165], [-2.173, 2.220, 0.413], [-3.621, 2.848, 0.231]], "nbo_charge": [-0.632, -0.429, -0.323, 0.177, -0.667, -0.850, 0.280, 0.221, 0.145, 0.205, 0.182, 0.206, 0.236, 0.203, 0.261, 0.374, 0.379, -1.000, 0.472, 0.508, -0.930, 0.459, 0.463, -0.994, 0.504, 0.460, -0.963, 0.481, 0.486, -0.993, 0.518, 0.499, -0.989, 0.510, 0.481, -0.971, 0.514, 0.513, -0.971, 0.491, 0.483]}

=====

No. 3
{"formula": "C4H17N2O2", "method": "ωB97M-V/def2-TZVPD", "gap_ev": 11.8, "e_above_lowest_kcal_mol": 33.9, "total_charge": 1, "e_tot_ha": -422.338675, "elements": ["N", "C", "C", "N", "C", "C", "H", "H", "H", "H", "H", "H", "H", "H", "H", "H", "H", "H", "H", "H", "H", "O", "H", "H", "O"], "positions_angstrom": [[-2.170, 0.940, 0.150], [-1.383, 1.626, -0.858], [0.059, 1.357, -0.405], [-0.052, 0.189, 0.501], [0.407, -1.142, 0.082], [0.156, -2.151, 1.182], [-2.948, 0.409, -0.218], [-2.508, 1.533, 0.906], [-1.127, 0.297, 0.595], [-1.657, 1.028, -1.722], [-1.553, 2.662, -1.174], [0.547, 2.183, 0.098], [0.642, 1.055, -1.280], [0.374, 0.338, 1.413], [1.405, -1.114, -0.353], [-0.159, -1.523, -0.798], [-0.877, -2.122, 1.528], [0.332, -3.168, 0.821], [0.858, -2.067, 1.999], [1.599, 0.621, -3.882], [0.458, -0.369, -3.881], [0.728, 0.471, -3.481], [2.074, -0.879, 3.454], [2.820, 0.153, 2.664], [1.976, -0.330, 2.659]], "nbo_charge": [-0.802, -0.250, -0.264, -0.566, -0.223, -0.634, 0.410, 0.400, 0.416, 0.215, 0.238, 0.224, 0.262, 0.441, 0.222, 0.206, 0.214, 0.240, 0.232, 0.485, 0.480, -0.957, 0.492, 0.490, -0.970]}

=====

No. 4
{"formula": "C4H6NS", "method": "ωB97M-V/def2-TZVPD", "gap_ev": [6.1, 7.5], "e_above_lowest_kcal_mol": 105.2, "total_charge": 1, "e_tot_ha": -608.495560, "elements": ["C", "C", "C", "C", "N", "S", "H", "H", "H", "H", "H", "H"], "positions_angstrom": [[0.232, -0.039, -0.403], [0.801, 1.234, 0.092], [1.021, 0.858, -1.353], [-1.111, -1.459, 0.863], [-0.459, -1.023, -0.286], [-2.429, -0.439, 1.390], [0.225, 2.079, 0.400], [1.718, 1.034, 0.832], [1.770, 0.285, -1.776], [0.308, 1.454, -2.054], [-1.658, -2.357, 0.611], [-0.419, -1.627, 1.685]], "nbo_charge": [0.373, -0.407, -0.355, -0.519, -0.106, 0.296, 0.292, 0.290, 0.275, 0.284, 0.293, 0.285]}

=====

No. 5
{"formula": "HNO4S", "method": "ωB97M-V/def2-TZVPD", "gap_ev": 11.1, "e_above_lowest_kcal_mol": 37.4, "e_tot_ha": -754.332861, "elements": ["N", "O", "O", "O", "O", "S", "H"], "positions_angstrom": [[1.166, 0.106, 0.731], [-2.121, -0.301, 0.208], [-0.642, -0.003, -1.675], [0.258, 1.159, 0.484], [0.337, -0.969, 0.461], [-0.813, -0.030, -0.256], [1.816, 0.038, 0.045]], "nbo_charge": [-0.026, -0.815, -0.863, -0.497, -0.530, 2.404, 0.328]}

=====

No. 6
{"formula": "C4H5NO", "method": "ωB97M-V/def2-TZVPD", "gap_ev": 10.8, "smiles": "C#CC/C=N\\O", "e_above_lowest_kcal_mol": 117.7, "e_tot_ha": -285.227078, "elements": ["C", "C", "C", "C", "N", "O", "H", "H", "H", "H", "H"], "positions_angstrom": [[-1.097, 2.480, -0.819], [-0.568, 1.522, -0.374], [-0.304, 0.236, 0.261], [0.094, -0.971, -0.600], [0.932, -1.908, -0.054], [1.260, -1.574, 1.318], [-1.655, 3.385, -1.048], [0.782, 0.237, 0.641], [-1.078, 0.146, 1.006], [-0.186, -1.274, -1.738], [1.822, -2.279, 1.409]], "nbo_charge": [-0.226, -0.019, -0.571, 0.043, -0.145, -0.583, 0.240, 0.285, 0.268, 0.232, 0.477]}

=====

Which formula does entry 4 have?
C4H6NS

=====

Please write out number 3 again, unchanged.
{"formula": "C4H17N2O2", "method": "ωB97M-V/def2-TZVPD", "gap_ev": 11.8, "e_above_lowest_kcal_mol": 33.9, "total_charge": 1, "e_tot_ha": -422.338675, "elements": ["N", "C", "C", "N", "C", "C", "H", "H", "H", "H", "H", "H", "H", "H", "H", "H", "H", "H", "H", "H", "H", "O", "H", "H", "O"], "positions_angstrom": [[-2.170, 0.940, 0.150], [-1.383, 1.626, -0.858], [0.059, 1.357, -0.405], [-0.052, 0.189, 0.501], [0.407, -1.142, 0.082], [0.156, -2.151, 1.182], [-2.948, 0.409, -0.218], [-2.508, 1.533, 0.906], [-1.127, 0.297, 0.595], [-1.657, 1.028, -1.722], [-1.553, 2.662, -1.174], [0.547, 2.183, 0.098], [0.642, 1.055, -1.280], [0.374, 0.338, 1.413], [1.405, -1.114, -0.353], [-0.159, -1.523, -0.798], [-0.877, -2.122, 1.528], [0.332, -3.168, 0.821], [0.858, -2.067, 1.999], [1.599, 0.621, -3.882], [0.458, -0.369, -3.881], [0.728, 0.471, -3.481], [2.074, -0.879, 3.454], [2.820, 0.153, 2.664], [1.976, -0.330, 2.659]], "nbo_charge": [-0.802, -0.250, -0.264, -0.566, -0.223, -0.634, 0.410, 0.400, 0.416, 0.215, 0.238, 0.224, 0.262, 0.441, 0.222, 0.206, 0.214, 0.240, 0.232, 0.485, 0.480, -0.957, 0.492, 0.490, -0.970]}